# 1
Formula: C20H19CaN7S2Se
Source: OMol25
Level of theory: ωB97M-V/def2-TZVPD

## Properties
DFT total energy (Ha): -5032.24622
Charge: 0
HOMO (eV): -6.775

Each line ends with the Löwdin charge.
Atoms and positions in Å:
N 8.452 7.184 10.689  0.06
H 5.854 6.703 12.751  0.11
C 11.502 8.340 14.732  -0.59
N 13.608 7.861 11.219  -0.02
C 8.336 7.472 8.202  -0.43
H 5.829 7.791 8.725  0.12
N 12.030 8.332 13.547  0.00
C 9.525 11.296 11.176  -0.16
H 10.593 13.408 13.678  0.10
H 12.784 12.273 12.919  0.09
H 13.463 6.884 8.555  0.09
C 14.480 7.693 10.256  -0.60
N 7.673 8.164 7.319  0.10
H 8.465 12.394 12.528  0.09
H 9.421 8.443 14.515  0.05
N 5.734 7.349 10.796  0.09
C 6.361 7.503 9.649  -0.08
H 12.837 10.851 11.029  0.08
C 10.156 9.044 15.014  -0.05
C 13.345 7.882 13.638  -0.32
H 9.905 9.074 16.060  0.06
C 6.428 6.947 11.857  -0.11
S 12.535 7.741 16.077  1.05
C 13.677 7.464 14.858  -0.40
S 16.109 7.473 10.800  1.07
C 10.719 10.777 10.736  -0.71
H 14.609 7.056 15.096  0.06
H 8.571 10.991 10.725  0.10
Ca 11.074 7.558 11.198  0.92
N 8.438 8.109 6.205  0.04
H 10.262 6.970 5.782  0.13
C 9.484 12.165 12.267  -0.13
C 11.832 12.063 12.444  -0.08
H 16.212 7.553 13.303  0.08
H 13.571 8.712 8.565  0.04
C 7.745 7.388 9.570  -0.20
H 10.114 10.111 14.660  0.09
C 14.124 7.755 8.749  -0.07
H 8.239 8.597 5.340  0.16
H 10.509 6.123 12.851  -0.16
Se 10.779 9.626 9.148  0.45
C 7.785 6.937 11.804  -0.16
C 11.880 11.177 11.375  -0.17
C 10.600 12.656 12.892  -0.09
C 14.224 7.863 12.415  -0.35
H 8.426 6.807 12.598  -0.01
C 15.569 7.680 12.432  -0.33
H 15.027 7.668 8.185  0.05
C 9.484 7.310 6.492  -0.17
N 9.440 6.856 7.762  0.12

Forces on the atoms, in the same order (eV/Å):
N 0.58 0.02 -1.64
H 0.28 0.14 -0.12
C -1.04 1.65 0.94
N 0.11 -0.12 -1.42
C -0.70 0.01 1.30
H -0.01 -0.24 0.83
N 0.56 0.14 0.76
C -0.56 -0.33 0.55
H -0.12 -0.30 -0.08
H -0.15 0.38 0.09
H 0.29 0.62 -0.20
C -0.05 0.29 -1.38
N -0.64 1.42 -0.91
H -0.09 0.70 0.50
H -0.66 -0.12 -0.38
N -1.05 -0.55 -0.11
C 0.10 0.48 -0.40
H 0.40 -0.36 -0.13
C 1.09 0.14 -0.45
C -0.33 0.17 -1.35
H 0.09 -0.23 0.48
C -1.16 0.49 -0.09
S -1.31 0.53 -1.95
C 1.00 -0.05 0.59
S -0.73 0.35 0.40
C 0.11 -0.56 -1.62
H 1.21 -0.60 0.40
H 0.51 0.10 0.08
Ca -0.51 0.13 0.40
N 0.81 -1.24 1.08
H -0.74 0.60 0.44
C -1.19 -0.09 -0.65
C -0.71 0.65 0.36
H -0.19 0.18 -0.45
H 0.41 -0.88 0.03
C 0.12 -0.36 -0.05
H 0.34 -1.17 -0.04
C -0.84 -0.09 1.98
H -0.19 -0.10 0.44
H 0.12 0.17 -0.54
Se 0.11 0.21 0.73
C 0.09 0.41 -1.00
C -0.17 0.61 0.83
C 2.02 -1.20 -0.45
C -0.61 -0.62 2.62
H 1.00 -0.71 2.07
C 0.27 -0.23 -0.28
H 0.42 0.02 -0.55
C 1.18 -1.23 0.23
N 0.54 0.78 -1.88

=====

# 2
Formula: C41H52FeN5P4S
Source: OMol25
Level of theory: ωB97M-V/def2-TZVPD

## Properties
DFT total energy (Ha): -4894.14504
2S+1: 6
Charge: +2
HOMO (spin up / spin down) (eV): -12.559 / -12.581

Each line ends with the Löwdin charge.
Atoms and positions in Å:
C 15.643 12.021 10.665  -0.41
C 13.894 9.923 14.647  -0.39
H 7.829 9.169 18.229  0.13
H 7.005 11.650 9.777  0.11
N 9.919 10.648 11.183  0.01
C 17.284 9.180 7.887  -0.04
H 13.467 8.778 8.490  0.06
H 14.057 15.878 13.098  0.11
H 12.053 15.018 11.993  0.11
H 5.584 10.380 17.792  0.06
H 11.816 10.958 10.441  0.01
C 16.522 8.403 7.052  -0.08
C 8.580 10.752 10.915  -0.22
H 15.315 11.943 13.986  0.10
H 9.663 5.602 15.329  0.06
H 11.093 12.498 8.674  0.12
C 13.373 12.094 13.108  -0.37
H 15.623 9.106 18.016  0.11
N 7.571 9.175 13.973  0.02
C 14.800 13.978 13.629  -0.04
C 8.092 9.670 15.064  -0.72
C 10.587 5.950 12.067  -0.37
C 16.756 11.855 11.455  -0.12
N 7.473 9.452 16.211  0.00
C 17.724 12.875 11.406  -0.05
H 11.480 12.645 12.273  0.06
C 15.279 9.662 9.132  -0.37
H 12.401 6.076 15.852  0.05
H 12.318 7.388 10.316  0.02
H 16.104 15.011 9.297  0.10
N 14.287 9.817 11.884  -0.49
C 7.704 10.081 11.875  -0.27
H 14.701 7.510 6.627  0.10
H 16.936 7.988 6.158  0.11
H 11.481 8.755 9.650  0.02
H 8.551 12.841 8.277  0.13
C 9.449 6.636 15.072  -0.23
C 15.197 8.181 7.269  -0.07
N 8.283 9.587 12.912  -0.18
H 12.512 6.358 12.934  0.05
H 12.447 10.930 15.906  0.07
H 18.332 9.362 7.691  0.12
C 14.632 8.380 11.781  -0.17
H 6.650 8.865 16.185  0.16
C 15.366 13.151 9.927  -0.12
Fe 10.317 9.499 13.059  0.44
C 11.536 6.079 13.247  -0.40
H 13.109 7.718 15.574  0.03
H 11.810 7.481 16.706  0.05
S 9.618 10.670 15.027  0.64
H 8.571 10.610 17.571  0.08
H 18.633 12.762 11.994  0.11
C 8.982 12.222 9.064  0.00
C 14.517 8.826 8.310  -0.09
C 10.769 11.210 10.326  -0.16
C 12.717 14.332 12.512  -0.06
C 16.635 9.820 8.936  -0.07
C 17.526 13.985 10.589  -0.06
H 5.783 10.785 12.420  0.11
H 11.072 7.133 9.123  0.06
C 16.333 14.153 9.881  -0.05
H 5.892 9.005 12.019  0.09
C 12.419 12.999 12.625  -0.11
H 6.603 11.067 18.991  0.08
C 6.488 10.894 17.944  -0.05
H 15.709 8.248 11.707  0.09
H 8.539 6.330 9.853  0.08
H 14.403 13.225 9.457  0.09
C 8.565 7.248 10.492  -0.25
H 11.028 5.276 11.325  0.10
H 7.762 7.121 11.250  0.06
H 18.255 14.796 10.573  0.11
C 12.208 7.112 15.786  -0.21
H 8.258 8.063 9.846  0.04
C 7.671 10.009 17.532  -0.25
H 15.736 14.366 13.987  0.12
H 17.219 10.394 9.596  0.08
C 13.998 10.103 17.061  -0.06
H 9.089 7.235 15.914  0.04
C 15.114 9.257 14.693  -0.11
H 15.611 8.911 13.769  0.09
C 13.885 14.835 13.093  -0.05
C 13.361 10.395 15.850  -0.10
H 8.678 6.760 14.285  0.04
H 5.835 10.240 10.756  0.07
C 11.355 7.723 9.967  -0.23
C 14.571 12.593 13.606  -0.08
P 10.137 7.579 11.311  0.86
H 16.713 8.459 15.951  0.11
H 14.269 7.876 12.702  0.06
C 8.064 11.585 9.929  0.04
H 13.625 10.507 17.982  0.11
P 14.350 10.726 10.316  1.10
P 11.027 7.382 14.447  0.83
C 15.762 8.968 15.902  -0.05
P 13.115 10.299 13.017  0.96
H 9.671 5.449 12.418  0.09
C 10.328 12.055 9.295  -0.01
C 15.159 9.377 17.081  -0.07
H 6.564 11.852 17.457  0.08
C 6.187 10.025 11.752  0.01
H 16.848 10.994 12.051  0.09
H 11.612 5.155 13.812  0.10
H 14.178 7.938 10.872  0.05

Forces on the atoms, in the same order (eV/Å):
C -1.99 -1.40 -0.35
C 0.19 -0.28 -0.05
H -0.22 0.29 -0.14
H -0.22 0.14 -0.05
N -0.59 -0.39 -0.57
C -0.29 0.61 0.30
H -0.62 -0.32 -0.21
H 0.24 0.93 -0.11
H -0.12 -0.14 0.28
H -1.37 -0.35 -0.34
H 0.07 0.40 0.07
C 0.76 -0.09 -0.60
C 0.28 0.70 0.41
H 0.63 -0.57 0.28
H -0.31 -0.11 0.12
H -0.09 0.10 -0.16
C -0.32 0.42 -0.10
H 0.07 0.15 0.21
N -0.60 -0.39 0.22
C 0.36 -1.14 0.05
C 0.85 0.70 0.21
C -0.40 -0.41 0.13
C 0.68 1.90 -0.88
N -0.26 -0.43 0.49
C -0.23 -0.77 0.21
H -0.61 -0.26 -0.27
C -1.01 0.19 0.77
H 0.39 -1.13 0.15
H 0.32 -0.21 0.20
H 0.25 0.76 -0.28
N 0.36 -0.32 -0.88
C -1.15 -0.48 0.37
H -0.75 -0.57 -0.73
H 0.45 -0.37 -0.27
H -0.13 0.11 -0.05
H 0.52 -0.06 0.07
C 0.14 1.11 -0.66
C -1.39 0.41 1.20
N 0.30 0.62 -1.32
H 1.07 0.10 -0.42
H -0.70 0.55 -0.24
H 0.01 -0.09 0.08
C -0.91 0.01 0.20
H -0.02 0.04 -0.53
C 1.08 0.48 0.42
Fe 0.97 0.37 0.17
C -0.65 0.58 0.43
H -0.22 -0.62 0.14
H -0.35 0.22 0.66
S -0.51 -0.76 -0.02
H 0.28 -0.04 -0.24
H -0.15 0.19 -0.14
C -1.11 0.09 0.73
C 1.71 0.23 -0.33
C -0.77 0.33 -0.13
C 0.05 0.85 0.36
C 0.53 -0.90 -0.62
C -0.26 0.64 0.08
H -0.30 -0.28 0.22
H -0.24 -0.49 -0.60
C -0.22 -0.85 0.32
H -0.26 0.43 0.23
C 0.64 -0.46 -0.32
H -0.12 0.23 0.85
C 1.90 -0.34 0.14
H 0.05 -0.01 0.01
H 0.40 0.61 0.58
H -0.12 0.23 -0.41
C -1.13 -0.85 -0.11
H -0.14 0.19 -0.11
H 0.51 0.09 -0.32
H -0.06 -0.36 -0.04
C 0.42 1.73 -0.69
H 0.08 0.32 -0.08
C 0.21 0.25 0.52
H 0.21 -0.01 0.30
H 0.46 0.79 0.60
C -0.51 0.57 -0.73
H 0.15 -0.34 0.08
C 1.16 -0.80 -0.35
H -0.36 0.47 0.77
C -0.88 -0.54 -0.67
C 0.53 -0.79 0.40
H 0.38 -0.44 0.41
H 0.03 0.03 -0.33
C -0.02 0.62 0.41
C -0.51 1.16 -0.20
P 0.56 -0.74 0.16
H 0.02 -0.11 -0.25
H 0.19 -0.02 -0.75
C 1.44 -0.69 -0.44
H -0.36 0.02 0.24
P 0.73 0.41 0.94
P -1.06 -0.45 -0.34
C -0.76 0.42 -0.23
P -0.17 0.30 0.80
H 0.09 0.27 -0.21
C 0.61 -0.60 -0.03
C 0.80 -0.57 0.03
H -0.37 0.24 -0.41
C 1.15 -0.03 0.08
H 0.33 -0.96 0.69
H 0.04 -0.26 -0.04
H 0.24 -0.03 0.57

=====

# 3
Formula: C7H10O2P2S
Source: OMol25
Level of theory: ωB97M-V/def2-TZVPD

## Properties
DFT total energy (Ha): -1504.02332
Charge: 0
HOMO (eV): -9.219

Each line ends with the Löwdin charge.
Atoms and positions in Å:
C -0.266 -0.082 1.248  -0.11
H 1.694 1.024 1.307  0.11
H -0.698 0.385 2.236  0.16
H 3.321 0.966 -0.217  0.10
C 1.003 0.329 0.868  -0.03
H -0.930 -2.277 -1.256  0.12
C 0.659 -0.979 -1.124  -0.07
H 3.021 -0.239 -1.594  0.06
H -4.862 0.502 0.082  -0.15
O -3.446 -2.077 0.219  -0.42
H 2.437 1.430 -1.623  0.09
O -2.693 -1.368 2.521  -0.39
P -2.990 0.704 -1.523  0.49
H 0.966 -1.311 -2.101  0.12
P -3.615 0.960 0.535  0.50
S -2.732 -1.145 1.071  0.46
C -1.034 -0.919 0.533  -0.37
C 1.418 -0.003 -0.407  -0.25
H -2.086 1.856 -1.284  -0.12
C 2.656 0.558 -1.019  -0.04
C -0.469 -1.487 -0.680  -0.09
H -3.944 1.630 -1.919  -0.17

Forces on the atoms, in the same order (eV/Å):
C -0.62 2.43 4.06
H -0.46 0.23 1.15
H 0.77 -1.11 -1.94
H -0.12 -0.79 -0.75
C 0.55 0.05 -2.14
H -0.55 0.10 0.19
C 2.67 1.53 -0.75
H 1.42 -0.63 -0.92
H -0.40 -0.48 0.57
O 0.71 0.11 0.22
H -0.19 0.02 -0.48
O -0.16 0.46 -1.56
P 1.76 1.30 -0.06
H 0.53 -0.03 -0.18
P 0.44 -0.91 0.78
S -0.72 0.15 0.94
C -0.23 -1.73 -1.99
C -0.76 -0.90 -0.10
H -0.26 -1.07 -0.68
C -0.47 1.20 1.78
C -3.24 -0.23 2.13
H -0.67 0.31 -0.30

=====

# 4
Formula: C19H24N6O4SSe2W
Source: OMol25
Level of theory: ωB97M-V/def2-TZVPD

## Properties
DFT total energy (Ha): -6636.11396
2S+1: 3
Charge: 0
HOMO (spin up / spin down) (eV): -7.029 / -7.502

Each line ends with the Löwdin charge.
Atoms and positions in Å:
C -4.061 -0.394 -4.198  -0.23
H 1.061 -1.658 4.176  0.12
C 2.467 1.227 -1.832  -0.70
O -0.538 -0.640 -3.035  -0.34
C -1.931 1.159 3.521  -0.04
C -1.729 -0.897 -3.784  -0.19
H -3.796 0.215 -5.063  0.13
C -2.762 1.107 2.406  -0.03
O 1.487 0.373 -1.915  -0.29
C -0.174 0.299 2.149  -0.21
O 3.475 1.191 -2.512  0.04
H -1.869 -1.977 -3.890  0.13
C 3.374 0.425 2.841  -0.03
H 5.250 0.926 3.743  0.11
H -4.038 -0.398 -1.259  0.06
C 2.189 -0.296 2.961  -0.18
C -2.780 1.222 -2.839  -0.49
N 1.341 -0.579 0.677  -0.14
H 0.705 3.157 -0.195  0.05
H 3.105 2.892 -0.855  0.14
H -2.851 0.651 0.315  0.05
H -4.088 -1.876 -2.214  0.06
H -5.678 -0.530 -3.112  0.08
Se -2.098 -1.988 -0.789  0.61
N -0.970 0.286 1.056  -0.12
C 1.976 -1.086 4.088  -0.04
H -4.126 -1.439 -4.527  0.13
H 2.773 -1.776 5.953  0.10
N 3.658 -2.493 -1.074  0.10
C -2.248 0.676 1.207  -0.19
H -2.637 1.744 -3.787  0.06
H -3.711 1.589 -2.412  0.06
H 3.553 1.010 1.947  0.11
S 0.984 -2.475 -1.276  0.63
C -2.953 -0.276 -3.123  -0.56
W -0.120 -0.321 -0.844  1.11
H 0.257 -0.965 -3.473  0.09
H -2.305 1.511 4.473  0.11
H -1.595 -0.450 -4.774  0.14
C -0.625 0.748 3.389  0.01
N 2.574 -1.077 0.347  0.03
H -3.797 1.409 2.460  0.11
H 4.513 -2.036 -0.801  0.11
N 1.275 2.340 -0.009  -0.01
H 1.588 2.335 0.953  0.08
Se -1.312 1.847 -1.676  0.68
N 2.341 2.239 -0.891  -0.01
C 4.330 0.365 3.842  -0.07
C 2.512 -1.936 -0.625  -0.81
O -5.323 0.079 -3.767  -0.04
H 4.864 -0.475 5.743  0.10
C 4.114 -0.424 4.965  -0.08
H 3.638 -2.909 -1.988  0.09
H 0.062 0.761 4.223  0.12
C -3.441 -1.057 -1.889  -0.51
C 1.153 -0.204 1.909  -0.19
C 2.940 -1.152 5.084  -0.07

Forces on the atoms, in the same order (eV/Å):
C 0.01 0.00 0.04
H 0.01 0.00 0.00
C 0.07 0.08 0.27
O -0.09 0.13 -0.15
C -0.01 -0.01 -0.01
C -0.07 -0.04 0.06
H 0.00 0.01 -0.01
C 0.00 0.01 0.02
O -0.11 -0.06 0.06
C -0.04 0.04 0.04
O -0.03 -0.02 -0.12
H 0.01 0.00 0.03
C 0.01 -0.03 -0.01
H -0.01 0.01 -0.01
H 0.00 0.01 0.01
C 0.00 0.04 0.05
C 0.10 -0.04 -0.07
N 0.04 0.05 -0.13
H 0.03 0.04 0.00
H -0.01 0.02 -0.03
H -0.01 -0.01 0.03
H -0.03 -0.01 0.00
H 0.00 -0.03 0.02
Se -0.02 0.19 -0.09
N 0.04 0.04 0.04
C -0.01 0.02 -0.04
H -0.02 -0.01 -0.01
H 0.00 0.00 -0.01
N 0.02 0.03 0.02
C -0.13 0.01 -0.07
H 0.04 -0.02 -0.02
H -0.01 0.01 0.00
H 0.01 0.00 -0.01
S 0.13 -0.24 -0.04
C -0.09 0.10 -0.06
W 0.00 -0.07 -0.11
H 0.12 0.00 -0.01
H 0.01 0.00 0.00
H 0.03 -0.02 0.00
C 0.06 0.02 0.06
N 0.18 0.13 0.24
H 0.00 0.00 -0.02
H -0.01 0.00 -0.01
N -0.11 -0.02 -0.05
H 0.02 0.05 0.01
Se -0.18 -0.11 0.18
N 0.03 -0.10 0.01
C -0.03 -0.01 0.00
C -0.18 -0.11 -0.11
O 0.01 0.02 -0.03
H 0.00 0.00 0.00
C 0.00 0.02 -0.02
H -0.01 -0.01 0.00
H -0.01 0.00 -0.01
C 0.09 -0.02 0.05
C 0.14 -0.08 -0.01
C 0.00 -0.01 0.02